[1]
{"formula": "C20H26AsMoN5O3", "method": "ωB97M-V/def2-TZVPD", "species": ["Mo", "As", "O", "O", "O", "N", "N", "N", "N", "N", "C", "C", "C", "C", "C", "C", "C", "C", "C", "C", "C", "C", "C", "C", "C", "C", "C", "C", "C", "C", "H", "H", "H", "H", "H", "H", "H", "H", "H", "H", "H", "H", "H", "H", "H", "H", "H", "H", "H", "H", "H", "H", "H", "H", "H", "H"], "coordinates": [[0.2207, -0.2435, -0.0252], [-0.1230, -1.8973, -3.2142], [-0.8207, -1.7356, -1.7224], [-0.6512, 0.7364, -1.0876], [1.1889, -1.9302, 0.0065], [-1.2771, -0.6724, 1.4799], [-0.9579, -1.8344, 2.2620], [1.8194, -0.2201, 1.9228], [4.0955, 6.0471, 7.9547], [0.0746, 1.9114, 1.0827], [0.0404, 3.8257, 2.3725], [-0.8565, 2.7564, 0.6426], [2.1890, 2.8932, 4.0518], [3.4990, -1.0341, 3.2579], [1.6577, 2.0218, 2.9640], [3.4947, 4.7962, 4.7444], [2.6009, -1.2667, 2.1972], [2.9965, 3.9829, 3.7417], [2.3649, 3.4411, 6.3921], [3.6874, 5.3720, 7.1192], [-0.9175, 3.9474, 1.4008], [1.8797, 2.6288, 5.3823], [-1.0727, -0.9230, -4.5677], [-0.1065, -3.7232, -3.8099], [1.6701, -1.2034, -3.2848], [1.2162, -3.2598, -0.3903], [0.6540, 2.5553, 2.1729], [2.2112, 0.7504, 2.8505], [3.2558, 0.2523, 3.6712], [3.1767, 4.5268, 6.0732], [-1.3839, 0.1675, 2.0484], [1.7538, -3.8617, 0.3537], [0.4832, -4.3360, -3.1349], [3.2345, 4.1893, 2.7065], [2.1193, 3.2386, 7.4255], [1.6169, -0.1291, -3.1083], [3.7568, 0.7975, 4.4550], [-2.1536, -0.8504, 1.0002], [1.7513, -3.3942, -1.3422], [2.5350, -2.1752, 1.6262], [-1.4524, 2.5050, -0.2183], [-1.5871, 4.7761, 1.2358], [4.2256, -1.7317, 3.6415], [-1.4508, -1.7809, 3.1466], [0.2820, 4.5336, 3.1490], [0.2100, -3.6663, -0.5061], [4.1275, 5.6394, 4.5033], [-1.0668, 0.1308, -4.2959], [0.3054, -3.7708, -4.8178], [2.2878, -1.6630, -2.5178], [-1.1332, -4.0849, -3.8188], [1.2541, 1.7795, 5.6237], [2.0939, -1.3875, -4.2718], [-2.1028, -1.2723, -4.6027], [0.0390, -1.7935, 2.4526], [-0.5968, -1.0691, -5.5367]], "forces_ev_per_angstrom": [[0.07, 0.45, -0.13], [-0.20, 0.26, 0.37], [0.02, -0.35, -0.08], [0.42, -0.32, 0.17], [0.04, 0.15, -0.19], [-0.19, 0.11, 0.02], [-0.06, -0.07, 0.03], [0.03, -0.05, 0.21], [0.00, 0.00, 0.00], [-0.15, 0.09, -0.09], [-0.03, -0.03, -0.04], [0.04, -0.10, -0.02], [0.00, 0.01, 0.00], [-0.04, 0.10, 0.01], [0.03, -0.07, 0.01], [0.00, 0.00, -0.01], [0.04, -0.14, -0.09], [0.00, 0.01, 0.00], [-0.01, -0.02, 0.00], [0.00, 0.00, 0.00], [-0.01, 0.04, 0.02], [0.01, 0.01, 0.01], [-0.05, 0.01, -0.03], [0.01, -0.01, -0.14], [0.02, 0.01, -0.07], [0.05, 0.01, 0.02], [0.04, 0.00, 0.02], [-0.13, 0.01, -0.11], [0.07, -0.06, 0.04], [0.00, 0.00, 0.00], [0.04, 0.00, 0.01], [0.00, -0.01, 0.01], [0.04, 0.01, 0.04], [0.00, -0.01, 0.00], [0.01, 0.01, 0.00], [-0.02, 0.00, -0.01], [-0.01, 0.01, -0.01], [0.00, -0.06, 0.00], [-0.01, 0.00, 0.03], [-0.08, 0.02, -0.05], [-0.01, -0.01, -0.02], [-0.01, -0.02, -0.02], [0.00, -0.01, 0.00], [0.02, 0.01, 0.02], [0.03, -0.02, 0.01], [-0.04, 0.01, 0.01], [0.00, 0.00, 0.01], [0.03, 0.00, 0.02], [0.01, -0.05, 0.01], [-0.02, -0.02, 0.03], [-0.01, 0.02, 0.01], [0.00, 0.00, -0.01], [0.03, 0.01, 0.01], [0.01, -0.03, 0.01], [0.01, 0.03, -0.01], [-0.02, 0.03, -0.02]]}

=====

[2]
{"formula": "C20H26Cl8N2O4", "method": "ωB97M-V/def2-TZVPD", "smiles": "O=[N+]([O-])c1ccccc1.O=[N+]([O-])c1ccccc1.ClCCCl.ClCCCl.ClCCCl.ClCCCl", "species": ["Cl", "Cl", "Cl", "Cl", "Cl", "Cl", "Cl", "Cl", "O", "O", "O", "O", "N", "N", "C", "C", "C", "C", "C", "C", "C", "C", "C", "C", "C", "C", "C", "C", "C", "C", "C", "C", "C", "C", "H", "H", "H", "H", "H", "H", "H", "H", "H", "H", "H", "H", "H", "H", "H", "H", "H", "H", "H", "H", "H", "H", "H", "H", "H", "H"], "coordinates": [[0.0466, 2.7019, -0.4663], [2.4051, 1.5020, -2.3332], [-1.0320, -0.3079, 1.5133], [-0.6116, 2.9442, -5.1009], [-2.5398, -0.3899, -3.2659], [-1.6868, -2.9816, 7.5820], [1.1742, -2.0290, -0.6924], [-1.2101, -3.6607, 3.3614], [1.0573, 3.2299, 8.7936], [2.4897, 4.1237, 7.4700], [-0.9624, -2.1454, -8.8852], [-2.1963, -2.2088, -7.1228], [-1.1313, -2.0445, -7.6851], [1.5095, 3.4511, 7.6909], [0.0243, -2.0697, -5.4979], [-2.1182, 0.7717, -4.5321], [-0.7991, 1.2506, 5.7474], [-0.5689, -2.2899, -0.2758], [0.7905, 2.8616, 6.5554], [-1.3175, -0.9867, -0.1077], [1.0881, -1.6961, -4.6856], [0.0514, -1.7223, -6.8420], [2.7066, 1.9275, -0.6261], [2.2460, -1.1330, -5.2431], [1.4446, 1.8197, 0.2160], [0.9059, 3.4572, 5.3183], [-1.5082, -3.8312, 6.0351], [-1.2470, -2.8212, 4.9160], [1.0787, -1.0073, -7.4148], [-0.8299, 1.4944, -4.1226], [0.1150, 2.9699, 4.2684], [0.0362, 1.7201, 6.7541], [-0.7569, 1.9281, 4.5409], [2.1604, -0.7540, -6.5472], [3.4668, 1.2864, -0.1841], [2.9626, -0.2010, -7.0301], [1.5162, 4.3414, 5.2002], [1.0802, -0.6321, -8.4239], [0.9787, -1.9715, -3.6436], [-1.4155, 0.3795, 5.9037], [-2.3787, -1.2355, -0.1368], [-2.9682, 1.4406, -4.6277], [-0.9752, 1.8170, -3.0923], [-2.3915, -4.4116, 5.7673], [0.1542, 3.4680, 3.3114], [3.1055, -0.9476, -4.6159], [-1.9531, 0.3280, -5.5148], [3.0762, 2.9506, -0.5867], [-0.8839, -2.3617, -4.9886], [-0.0247, 1.2689, 7.7365], [-1.3391, 1.4833, 3.7378], [1.6773, 2.3432, 1.1421], [-1.1377, -0.2951, -0.9241], [-0.7368, -4.5907, 6.1461], [-0.8959, -2.8748, -1.1344], [-0.2911, -2.3213, 5.0466], [1.1134, 0.7960, 0.3256], [-0.5873, -2.9633, 0.5745], [0.0794, 0.9134, -4.2337], [-2.0457, -2.0845, 4.9285]], "forces_ev_per_angstrom": [[0.02, 0.11, -0.05], [0.30, -0.16, 0.15], [0.14, 0.28, -0.10], [0.03, 0.41, -0.40], [-0.03, -0.52, -0.11], [-0.13, -0.02, -0.01], [-0.04, 0.18, 0.30], [-0.07, -0.16, -0.26], [-0.06, -0.10, 0.25], [0.24, 0.23, -0.25], [0.11, 0.18, 0.24], [0.07, 0.08, 0.08], [0.00, -0.24, -0.03], [-0.12, -0.24, 0.19], [-0.06, 1.26, 0.53], [0.80, 0.57, -0.70], [1.11, 0.78, 0.26], [0.73, -0.30, -0.76], [0.20, -0.34, -0.36], [-0.57, -1.14, 0.10], [0.08, -1.00, -0.30], [-0.68, 0.03, -0.51], [-0.51, 0.38, 0.13], [-1.23, -0.33, 1.08], [0.30, 0.42, -0.37], [-0.52, 0.25, -0.52], [0.02, -0.42, -0.74], [0.18, -0.14, 0.87], [0.53, -0.36, 1.58], [-0.91, 0.08, 0.61], [0.26, 0.35, 1.13], [-0.96, -0.12, 0.77], [-0.24, -1.12, -1.27], [0.66, 0.89, -2.34], [-0.02, -0.21, -0.26], [0.18, -0.10, 0.36], [0.12, -0.10, -0.01], [-0.12, -0.20, -0.10], [0.41, 0.26, 0.10], [-0.10, 0.01, -0.02], [-0.05, 0.09, 0.03], [0.15, 0.22, 0.15], [0.44, 0.02, -0.01], [-0.32, 0.34, 0.40], [-0.10, -0.15, -0.13], [0.09, 0.17, -0.14], [-0.26, -0.57, 0.25], [-0.01, -0.01, -0.27], [-0.07, -0.54, -0.46], [0.26, 0.07, 0.01], [-0.13, 0.45, -0.07], [-0.19, -0.50, 0.29], [0.35, 0.29, 0.30], [0.34, 0.35, -0.04], [-0.49, 0.31, -0.02], [0.00, 0.03, 0.01], [0.15, -0.07, 0.32], [-0.09, 0.33, 0.28], [-0.19, -0.32, 0.11], [-0.02, 0.01, -0.25]]}

=====

[3]
{"formula": "C20H26FN2O2", "method": "ωB97M-V/def2-TZVPD", "total_charge": 1, "species": ["F", "O", "O", "N", "N", "C", "C", "C", "C", "C", "C", "C", "C", "C", "C", "C", "C", "C", "C", "C", "C", "C", "C", "C", "C", "H", "H", "H", "H", "H", "H", "H", "H", "H", "H", "H", "H", "H", "H", "H", "H", "H", "H", "H", "H", "H", "H", "H", "H", "H", "H"], "coordinates": [[-4.5975, 3.4897, 1.3430], [4.8380, 2.7184, 0.0404], [4.7915, 0.5611, 1.6543], [0.3649, -2.1143, -0.6586], [-2.1235, -1.0618, 0.6415], [2.4382, 0.2269, -1.7339], [3.2306, 1.2913, -1.6378], [-3.4740, -1.0794, 0.9290], [1.6296, -2.0388, -1.0969], [-4.8300, 2.3724, 0.5092], [4.8864, -0.2898, 2.5416], [-6.0185, 0.8940, -0.9109], [-1.8456, -1.0830, -1.0133], [0.2387, -1.7278, 0.7848], [4.8118, 3.7405, -0.7072], [3.2491, -0.6735, 0.1182], [-0.5324, -0.9943, -1.2543], [-5.3292, -0.3612, -0.5200], [-4.4109, -0.1097, 0.5891], [-5.8511, 2.0888, -0.5360], [3.9366, 0.4692, 0.4598], [2.4250, -0.8988, -0.7641], [-1.3152, -2.0061, 1.3158], [4.0074, 1.5238, -0.3498], [-4.0607, 1.1491, 1.0845], [3.8083, 4.2566, -0.9886], [-6.3585, 2.9790, -0.9044], [-1.8166, -0.1776, 0.7113], [-3.3824, 1.3961, 1.8086], [1.7111, -2.2774, -2.2569], [3.2044, 2.3852, -2.2825], [2.0697, 0.1207, -2.6719], [-2.3829, -2.1204, -1.0239], [0.5718, -0.6838, 0.8579], [-0.4479, -1.1700, -2.3912], [2.3243, -2.9507, -0.7883], [-3.8243, -2.2574, 0.7292], [5.6601, -0.0552, 3.3237], [-1.4943, -3.2805, 0.8307], [-3.6425, -1.1550, 2.1483], [-0.3069, 0.1473, -1.1207], [5.0557, 3.5340, -1.7128], [-2.7077, -0.4975, -1.3826], [0.8224, -2.5524, 1.3501], [5.2794, -1.2460, 1.8940], [5.5769, 4.4358, -0.2968], [-1.2074, -2.0099, 2.2352], [4.0313, -0.9798, 2.8892], [-6.7697, 0.9191, -1.6440], [-5.5330, -1.2779, -0.9073], [3.2993, -1.5692, 0.7651]], "forces_ev_per_angstrom": [[-0.93, -1.63, -2.79], [-2.85, -8.98, 3.31], [-3.33, 7.88, -7.46], [-6.46, 2.80, 2.36], [0.29, -0.79, -2.95], [0.40, -1.50, 1.36], [2.29, 6.62, 2.29], [-3.31, -8.40, 6.22], [5.67, -4.40, -3.66], [1.30, -4.08, 2.88], [1.89, -10.84, 3.25], [-0.12, -8.41, -2.10], [-9.49, -5.14, 3.83], [-0.86, -3.56, 0.54], [-0.88, 6.23, -4.15], [4.59, -2.47, 9.04], [6.49, 0.85, -4.38], [0.65, 7.27, 3.38], [-1.24, 2.09, -4.55], [4.20, 8.64, 5.54], [3.43, 0.37, 3.75], [-3.94, 4.54, -9.60], [3.81, -4.35, -11.49], [0.13, 2.66, -2.40], [-5.45, 4.08, -4.53], [0.86, -0.36, 1.60], [-0.24, -0.50, -0.13], [1.81, 4.26, 1.49], [1.65, 0.11, 1.93], [-0.60, 0.90, 2.04], [-0.05, -3.88, 1.19], [-1.98, -0.56, -2.61], [1.58, 1.06, -1.08], [0.02, -0.32, 0.90], [-0.01, 0.56, 1.35], [-1.87, 1.16, 0.15], [0.66, 3.02, -0.08], [-1.12, -0.12, -0.66], [0.08, 4.26, 1.66], [1.16, 0.10, -2.50], [0.90, -1.91, 0.12], [1.26, -0.42, -1.59], [1.31, 0.75, -0.15], [-0.47, 1.96, -0.49], [0.59, 0.77, 1.85], [-0.84, 0.05, -0.43], [-0.29, 0.35, 8.94], [0.02, 2.14, 0.43], [-0.99, -1.16, -1.19], [-0.52, -2.41, -1.02], [0.78, 0.69, 0.60]]}

=====

Energy relative to the best compared isomer or geometry (same formula, charge and spin)
In order: 53.1, 11.8, 348.1
Unit: kcal/mol